Computed, not measured: 6 unconnected molecules or ions with the total composition C6H22O6 in a non-equilibrium geometry, with the ωB97M-V functional and the def2-TZVPD basis.

Atoms and positions in Å:
C (4.67409, 23.01324, 15.34851)
O (3.33688, 23.11699, 15.09578)
H (5.29164, 23.87938, 15.04026)
H (4.94498, 22.75510, 16.40407)
H (5.06167, 22.14285, 14.74967)
C (5.83828, 26.83331, 13.62908)
O (4.75225, 27.14732, 14.40824)
H (5.53279, 26.69414, 12.56744)
H (6.58925, 27.65798, 13.63294)
H (6.36034, 25.90012, 13.92566)
C (7.71180, 20.55087, 15.32916)
O (8.59554, 21.20969, 14.43338)
H (7.14236, 19.84174, 14.72651)
H (8.20028, 19.98167, 16.12888)
H (7.02167, 21.21300, 15.84943)
H (8.86527, 20.67220, 13.69217)
C (8.90475, 24.46766, 15.40933)
O (9.56840, 23.27930, 15.78186)
H (7.93768, 24.19524, 14.97655)
H (8.68093, 25.13834, 16.24209)
H (9.46577, 25.06647, 14.68328)
H (9.25158, 22.52067, 15.26236)
C (7.36523, 22.68940, 18.54992)
O (7.56195, 23.41650, 19.75090)
H (8.03043, 21.82841, 18.50062)
H (6.34507, 22.30072, 18.47597)
H (7.52084, 23.32354, 17.67719)
H (7.21590, 24.30628, 19.67955)
C (4.83901, 20.43914, 11.90296)
O (3.44937, 20.69165, 11.96860)
H (5.16831, 19.53079, 11.37733)
H (5.35673, 21.33841, 11.56441)
H (5.21929, 20.22718, 12.90588)
H (3.18612, 20.86890, 11.06001)

- charge = -2
- E_HOMO (Ha) = 0.0419
- energy relative to the best compared isomer or geometry (same formula, charge and spin) (kcal per mole) = 6.3
- E (Eh) = -692.96625
- multiplicity = 1
- Kohn-Sham gap (eV) = 3.28

Löwdin population analysis, charges in e, atoms 1 to 6:
1 C -0.478
2 O -0.461
3 H 0.033
4 H 0.013
5 H 0.009
6 C -0.516

***

Computed, not measured: 9 unconnected molecules or ions with the total composition C19H56O9 in a non-equilibrium geometry, with the ωB97M-V functional and the def2-TZVPD basis.

Atoms and positions in Å:
C (-5.51371, -0.22939, -7.25987)
C (-5.73159, -1.62967, -6.81630)
C (-6.92976, -2.34554, -7.57290)
O (-4.59506, -2.27110, -7.28272)
H (-4.53893, 0.21381, -7.05619)
H (-6.36983, 0.39648, -7.00795)
H (-5.65372, -0.28781, -8.33926)
H (-5.93691, -1.79370, -5.75845)
H (-7.07147, -2.12886, -8.63171)
H (-7.88741, -2.04780, -7.14588)
H (-6.84864, -3.41230, -7.36424)
H (-4.75580, -3.21610, -7.33505)
C (1.19861, 10.60386, 1.06458)
C (1.26844, 9.20998, 0.45464)
C (-0.04541, 8.48302, 0.11094)
O (1.95575, 9.40181, -0.75191)
H (0.72689, 10.53441, 2.04476)
H (0.45659, 11.21178, 0.54696)
H (2.09450, 11.22422, 1.08973)
H (1.77847, 8.56246, 1.16787)
H (0.06297, 7.54427, -0.43231)
H (-0.67635, 9.05643, -0.56818)
H (-0.73816, 8.28822, 0.92963)
H (1.37529, 9.21608, -1.49365)
C (8.23262, 0.49669, -0.00886)
C (6.98480, 0.03630, -0.77764)
C (7.33568, -0.99961, -1.79712)
O (6.26490, -0.61398, 0.25174)
H (9.04758, 0.67796, -0.70962)
H (8.69055, -0.35104, 0.50080)
H (8.20426, 1.26765, 0.76115)
H (6.61668, 0.93045, -1.28073)
H (8.35820, -0.96363, -2.17294)
H (6.58845, -1.00859, -2.59063)
H (7.29193, -1.99642, -1.35831)
H (5.44463, -0.90714, -0.15180)
C (-5.24969, -2.17909, 6.52628)
C (-5.59874, -2.35217, 5.00294)
C (-5.38556, -1.05656, 4.17552)
O (-4.77991, -3.46425, 4.54309)
H (-4.16837, -2.13935, 6.65769)
H (-5.64999, -3.08566, 6.98016)
H (-5.77294, -1.34699, 6.99738)
H (-6.65207, -2.62191, 4.92635)
H (-5.80596, -0.31556, 4.85543)
H (-5.86903, -1.23360, 3.21479)
H (-4.34665, -0.77492, 4.00399)
H (-4.93050, -3.76841, 3.64509)
C (5.71292, 1.00121, 7.55634)
C (4.65341, 0.05056, 7.04068)
C (3.51436, 0.81613, 6.31080)
O (5.32275, -0.77690, 6.10562)
H (5.32294, 1.86671, 8.09199)
H (6.26212, 1.42401, 6.71508)
H (6.44321, 0.40939, 8.10817)
H (4.11864, -0.54463, 7.78086)
H (3.07595, 0.11409, 5.60155)
H (3.90848, 1.64124, 5.71754)
H (2.72889, 1.14264, 6.99237)
H (5.68186, -0.40725, 5.29568)
C (1.04067, -7.15104, 3.82498)
O (1.24615, -6.13498, 2.82214)
H (1.92942, -7.17498, 4.45558)
H (0.18712, -6.84474, 4.42974)
H (0.84491, -8.08272, 3.29418)
H (1.69921, -5.35867, 3.15933)
C (-4.76716, -4.97720, -1.03361)
O (-4.12330, -6.00903, -0.25553)
H (-4.21306, -4.80991, -1.95723)
H (-5.67572, -5.51224, -1.30991)
H (-5.23909, -4.11152, -0.56887)
H (-3.29812, -5.67522, 0.10398)
C (0.41805, 0.27427, -1.45876)
O (0.54681, -0.68524, -0.40729)
H (-0.36232, 0.00797, -2.17165)
H (0.18906, 1.23266, -0.99277)
H (1.43534, 0.42633, -1.81945)
H (-0.33462, -0.88489, -0.08356)
C (-0.10963, -0.23603, -10.37238)
O (0.29013, -0.33106, -8.98408)
H (-0.10572, -1.21602, -10.84955)
H (-1.09608, 0.20926, -10.50171)
H (0.57890, 0.46406, -10.84557)
H (-0.30202, -0.97102, -8.58232)

- charge = 0
- E_HOMO (Ha) = -0.3676
- energy relative to the best compared isomer or geometry (same formula, charge and spin) (kcal per mole) = 149.0
- E (Eh) = -1434.44903
- multiplicity = 1
- Kohn-Sham gap (eV) = 10.17

Löwdin population analysis, charges in e, atoms 1 to 6:
1 C -0.066
2 C -0.505
3 C -0.049
4 O -0.057
5 H 0.087
6 H 0.083

***

Computed, not measured: 3 unconnected molecules or ions with the total composition C23H50BrN4O3SSi4 in a non-equilibrium geometry, with the ωB97M-V functional and the def2-TZVPD basis.

Atoms and positions in Å:
Br (-1.48578, -3.31741, 0.66688)
C (-0.44187, -2.16777, -0.62051)
C (0.61029, -1.34133, 0.26986)
C (2.14116, -1.77128, 0.07893)
C (2.75010, -2.55906, 1.35750)
C (2.50318, -1.89346, 2.71467)
C (3.13779, -2.74430, 3.88176)
C (3.00767, -2.33564, 5.40769)
C (2.41370, -0.85368, 5.60072)
S (0.54445, -0.81582, 5.39971)
C (0.19304, 0.90533, 4.82331)
N (0.77442, 2.14196, 5.22809)
N (0.22220, 3.19611, 4.53534)
C (-0.73596, 2.55799, 3.70515)
O (-0.81544, 1.15409, 3.85228)
C (3.85786, -3.99532, 3.31435)
N (4.03214, -4.45280, 2.01330)
N (3.46257, -3.73702, 1.05067)
H (-1.21307, -1.39814, -0.99474)
H (0.01523, -2.76633, -1.47050)
H (0.23480, -1.34432, 1.34304)
H (0.53536, -0.24490, -0.08725)
H (2.16994, -2.48007, -0.83399)
H (2.84124, -0.90214, -0.20902)
H (1.92309, -0.93145, 2.89808)
H (4.00187, -2.45426, 5.98038)
H (2.27497, -3.04468, 5.95327)
H (2.62906, -0.55707, 6.68165)
H (2.87190, -0.08632, 4.88523)
H (-1.46232, 2.95306, 2.93109)
H (4.33644, -4.66621, 4.11760)
H (3.57186, -4.05943, 0.06945)
O (4.34823, 2.16116, -4.19613)
Si (5.32564, 3.48691, -4.49419)
C (6.06175, 3.36887, -6.21912)
C (6.72938, 3.54658, -3.24546)
C (4.38385, 5.10201, -4.38009)
Si (4.50669, 0.50006, -4.13615)
C (2.88872, -0.35358, -3.72259)
C (5.76286, 0.01944, -2.82210)
C (5.09458, -0.15177, -5.79713)
H (6.74830, 2.52101, -6.28910)
H (6.61857, 4.27796, -6.46115)
H (5.27372, 3.23782, -6.96454)
H (6.33547, 3.51574, -2.22665)
H (7.31118, 4.46411, -3.36389)
H (7.40319, 2.69646, -3.37891)
H (3.95763, 5.23441, -3.38111)
H (3.56958, 5.13317, -5.10854)
H (5.05050, 5.94525, -4.57722)
H (2.51489, -0.03030, -2.74635)
H (3.02668, -1.43744, -3.68952)
H (2.12674, -0.13398, -4.47452)
H (6.76072, 0.37084, -3.09318)
H (5.80336, -1.06744, -2.70819)
H (5.49393, 0.45794, -1.85696)
H (6.10362, 0.20257, -6.01703)
H (4.42971, 0.18283, -6.59622)
H (5.11055, -1.24481, -5.79637)
O (-6.78076, -1.08105, 1.05063)
Si (-5.49310, -0.16109, 1.58329)
C (-5.83149, 0.47746, 3.31841)
C (-5.23542, 1.31047, 0.44213)
C (-3.89476, -1.13911, 1.63205)
Si (-8.41861, -0.87392, 0.77513)
C (-9.23786, -2.44012, 0.15277)
C (-8.69009, 0.46880, -0.51169)
C (-9.27990, -0.36510, 2.36639)
H (-6.66738, 1.18159, 3.31443)
H (-4.95317, 0.99455, 3.71522)
H (-6.07851, -0.34837, 3.98976)
H (-5.13415, 0.97704, -0.59345)
H (-4.33122, 1.85954, 0.71907)
H (-6.08242, 1.99819, 0.49995)
H (-3.63599, -1.50985, 0.63711)
H (-3.97960, -1.99452, 2.30702)
H (-3.07286, -0.50814, 1.98214)
H (-8.79272, -2.76625, -0.79099)
H (-10.30342, -2.27012, -0.01782)
H (-9.13786, -3.25012, 0.87987)
H (-8.35976, 1.43974, -0.13479)
H (-9.74954, 0.54553, -0.76890)
H (-8.12933, 0.24436, -1.42288)
H (-8.93969, 0.61975, 2.69374)
H (-9.07061, -1.08413, 3.16149)
H (-10.36169, -0.31928, 2.21839)

- charge = +1
- E_HOMO (Ha) = -0.4211
- E (Eh) = -5481.14144
- multiplicity = 1
- Kohn-Sham gap (eV) = 6.40

Löwdin population analysis, charges in e, atoms 1 to 6:
1 Br 0.617
2 C -0.518
3 C -0.283
4 C -0.123
5 C -0.077
6 C 0.111

***

Computed, not measured: a molecular structure, C19H31Cl2NO2SiV in a non-equilibrium geometry, with the ωB97M-V functional and the def2-TZVPD basis.

Atoms and positions in Å:
C (0.30202, -1.30019, -2.11783)
C (1.16627, -0.14471, -2.17116)
C (0.32874, 1.02787, -2.14884)
C (2.63039, -0.17062, -2.23937)
C (-1.04136, 0.59156, -2.09005)
C (-1.05382, -0.83990, -2.11550)
C (-2.26611, -1.69267, -2.23836)
C (0.74272, -2.71838, -2.11193)
C (0.76285, 2.44060, -2.21192)
C (-2.23141, 1.48595, -2.09201)
V (0.08925, -0.11011, -0.18611)
Cl (3.53636, 1.66198, -0.37735)
Cl (1.82252, -1.21106, 0.78800)
O (-0.04986, 1.52038, 0.56231)
H (3.02363, -1.17123, -2.06485)
H (3.06602, 0.54405, -1.40221)
H (2.97708, 0.21482, -3.20215)
H (1.69795, 2.57348, -1.65445)
H (0.00179, 3.10037, -1.78530)
H (0.94188, 2.74146, -3.25185)
H (-2.02259, 2.40649, -1.53447)
H (-3.09782, 0.99260, -1.63942)
H (-2.51120, 1.77438, -3.11476)
H (-3.13550, -1.20659, -1.78032)
H (-2.10791, -2.67090, -1.77118)
H (-2.50857, -1.86620, -3.29579)
H (1.74061, -2.82236, -1.67711)
H (0.77475, -3.10568, -3.13763)
H (0.04574, -3.33724, -1.53622)
H (-0.07176, 1.43739, 1.56761)
O (-1.13971, -1.24188, 0.65641)
H (-2.08443, -1.01055, 0.62350)
C (2.86266, 1.45515, 2.81222)
Si (1.47772, 1.05117, 3.99260)
C (1.96079, -0.45629, 4.98997)
C (1.12270, 2.53802, 5.07845)
N (0.02129, 0.71228, 3.09477)
C (-1.14818, 0.22131, 3.49875)
C (-1.36220, -1.17806, 3.74756)
C (-2.46396, -1.60262, 4.47248)
C (-3.44676, -0.68577, 4.86822)
C (-3.35686, 0.65387, 4.46577)
C (-2.26177, 1.09563, 3.74028)
H (3.49183, 2.25971, 3.22143)
H (2.49002, 1.80080, 1.83452)
H (3.51162, 0.59141, 2.61320)
H (2.80608, -0.21678, 5.65335)
H (1.13090, -0.81850, 5.61160)
H (2.26798, -1.27369, 4.32160)
H (0.83497, 3.40390, 4.46583)
H (0.29862, 2.33682, 5.77568)
H (2.00925, 2.81159, 5.66628)
H (-0.57849, -1.86632, 3.42811)
H (-2.54791, -2.65747, 4.73982)
H (-4.29377, -1.01648, 5.46825)
H (-4.14109, 1.36279, 4.73465)
H (-2.14266, 2.13608, 3.43064)

- charge = -2
- E_HOMO (alpha / beta) (Ha) = -0.0287 / -0.0288
- energy relative to the best compared isomer or geometry (same formula, charge and spin) (kcal per mole) = 0.0
- E (Eh) = -3101.84554
- multiplicity = 2
- Kohn-Sham gap (alpha / beta) (eV) = 5.36 / 5.36

Löwdin population analysis, charges in e, atoms 1 to 6:
1 C -0.308
2 C -0.317
3 C -0.278
4 C -0.194
5 C -0.272
6 C -0.281

***

Computed, not measured: C3H5NO in the gas phase in a non-equilibrium geometry, with the ωB97M-V functional and the def2-TZVPD basis.

Atoms and positions in Å:
C (-0.50177, 0.62609, -0.67356)
C (-0.19845, -0.77369, -0.51593)
C (0.47438, -0.24918, 0.64637)
H (-1.16092, -1.17551, -0.23996)
H (0.46743, -1.31975, -1.39281)
H (1.61238, -0.37337, 0.43298)
H (0.38532, -0.57830, 1.68159)
H (-0.04300, 1.70807, 1.15413)
N (0.27144, 1.01462, 0.34967)
O (-1.30681, 1.12101, -1.44249)

- charge = 0
- E_HOMO (Ha) = -0.3523
- energy relative to the best compared isomer or geometry (same formula, charge and spin) (kcal per mole) = 58.9
- E (Eh) = -247.21335
- multiplicity = 1
- Kohn-Sham gap (eV) = 10.37

Löwdin population analysis, charges in e, atoms 1 to 6:
1 C -0.555
2 C -0.075
3 C -0.341
4 H 0.128
5 H 0.196
6 H 0.139

***

Computed, not measured: C6H10 in the gas phase, with the ωB97M-V functional and the def2-TZVPD basis.

Atoms and positions in Å:
C (1.59322, 0.29672, -0.12138)
C (0.29818, -0.36604, 0.26098)
C (0.44311, -1.57740, 1.13297)
C (-1.05724, 1.55419, -0.68749)
C (-0.91441, 0.13999, -0.16549)
C (-1.84358, -0.90587, -0.28897)
H (2.33229, -0.45394, -0.42441)
H (2.01156, 0.81880, 0.74973)
H (1.47789, 1.02223, -0.93022)
H (-0.52540, -1.88292, 1.52698)
H (0.88053, -2.42553, 0.59424)
H (1.13846, -1.32708, 1.94680)
H (-0.46858, 2.25988, -0.09020)
H (-0.75011, 1.65782, -1.73562)
H (-2.10620, 1.85945, -0.62030)
H (-2.50971, -0.67030, -1.14760)

- charge = 0
- E_HOMO (alpha / beta) (Ha) = -0.2905 / -0.2905
- energy relative to the best compared isomer or geometry (same formula, charge and spin) (kcal per mole) = 82.9
- E (Eh) = -234.47033
- multiplicity = 1
- Kohn-Sham gap (alpha / beta) (eV) = 7.90 / 7.90

Löwdin population analysis, charges in e, atoms 1 to 6:
1 C -0.045
2 C -0.269
3 C -0.082
4 C -0.076
5 C -0.408
6 C 0.134